[1]
{
  "formula": "C4H7FN2O",
  "method": "ωB97M-V with the def2-TZVPD basis set",
  "species": ["C", "C", "C", "C", "H", "H", "H", "H", "H", "H", "H", "N", "N", "O", "F"],
  "xyz": [[-2.35, 0.56, 0.31], [-1.97, -0.89, 0.05], [1.36, -0.96, -0.07], [2.59, -0.13, 0.01], [-0.67, 1.30, -0.26], [-3.39, 0.68, 0.09], [-2.22, 0.74, 1.42], [-2.82, -1.62, -0.02], [1.50, -2.04, -0.23], [3.22, -0.45, 0.85], [3.19, -0.26, -0.92], [-0.82, -1.40, -0.11], [0.21, -0.44, 0.00], [-1.63, 1.52, -0.41], [2.30, 1.21, 0.15]]
}



[2]
{
  "formula": "C4H7FN2S",
  "method": "ωB97M-V with the def2-TZVPD basis set",
  "species": ["C", "C", "C", "C", "H", "H", "H", "H", "H", "H", "H", "N", "N", "F", "S"],
  "xyz": [[0.49, -0.30, 0.88], [-0.92, 0.36, 0.28], [1.42, 0.01, -0.16], [1.63, -0.84, -1.16], [1.07, -2.14, 1.49], [-0.38, -2.08, 0.58], [0.60, 0.46, 1.67], [-1.45, 2.28, -0.28], [-0.13, 2.01, 1.18], [1.27, -1.77, -1.31], [2.15, -0.63, -2.19], [0.27, -1.57, 1.28], [-0.92, 1.67, 0.56], [1.91, 1.27, -0.26], [-1.97, -0.36, -0.67]]
}



[3]
{
  "formula": "C4H7FO",
  "method": "ωB97M-V with the def2-TZVPD basis set",
  "species": ["C", "C", "C", "C", "H", "H", "H", "H", "H", "H", "H", "O", "F"],
  "xyz": [[0.99, -0.04, 1.16], [-0.25, -0.22, 0.32], [-1.32, -0.89, 0.78], [-0.29, 0.61, -0.90], [2.87, 0.17, 0.75], [1.09, -0.82, 1.98], [0.91, 0.89, 1.75], [-2.26, -0.98, 0.23], [-1.27, -1.46, 1.72], [0.62, 0.51, -1.55], [-0.22, 1.66, -0.46], [2.07, -0.05, 0.24], [-1.46, 0.41, -1.62]]
}



[4]
{
  "formula": "C4H7FO2",
  "method": "ωB97M-V with the def2-TZVPD basis set",
  "species": ["C", "C", "C", "C", "O", "O", "F", "H", "H", "H", "H", "H", "H", "H"],
  "xyz": [[-2.05, 2.06, 0.94], [0.50, -1.93, 0.43], [1.37, 0.05, -1.07], [0.25, -0.57, -0.25], [-1.52, 1.71, 1.93], [-0.78, 0.02, -0.15], [-1.38, 2.93, 0.13], [1.07, -2.44, -0.21], [1.18, -1.80, 1.23], [-0.44, -2.25, 0.76], [2.04, 0.50, -0.43], [0.76, 0.69, -1.87], [1.96, -0.74, -1.74], [-2.98, 1.77, 0.31]]
}



[5]
{
  "formula": "C4H7FS",
  "method": "ωB97M-V with the def2-TZVPD basis set",
  "species": ["C", "C", "C", "C", "H", "H", "H", "H", "H", "H", "H", "F", "S"],
  "xyz": [[0.01, 0.18, -0.04], [1.43, -0.01, 0.41], [-0.99, 0.73, 0.80], [-1.01, -0.65, 0.63], [-0.77, -1.22, -2.00], [2.05, -0.66, -0.19], [1.82, 1.17, 0.59], [-1.67, 1.26, 0.30], [-0.71, 1.39, 1.73], [-2.06, -0.95, 0.31], [-0.63, -1.07, 1.65], [1.46, -0.60, 1.73], [-0.49, 0.25, -1.80]]
}



[6]
{
  "formula": "C4H7FS",
  "method": "ωB97M-V with the def2-TZVPD basis set",
  "species": ["C", "C", "C", "C", "H", "H", "H", "H", "H", "H", "H", "F", "S"],
  "xyz": [[-1.55, 0.56, 0.46], [-1.08, -0.90, 0.30], [1.32, 0.08, 0.56], [1.94, 1.15, 0.01], [-2.66, 0.54, 0.60], [-1.14, 0.84, 1.45], [-1.13, -1.50, 1.26], [-1.72, -1.43, -0.41], [1.43, -0.18, 1.62], [2.06, 1.49, -1.02], [2.55, 1.69, 0.67], [-1.22, 1.31, -0.63], [0.49, -1.16, -0.41]]
}



Calculated energy relative to the best compared isomer or geometry (same formula, charge and spin) (eV), listed in the same order as above: 2.503; 2.444; 1.108; 1.315; 3.507; 1.661
Calculated HOMO-LUMO gap (eV), listed in the same order as above: 10.0; 9.1; 10.2; 10.7; 10.1; 9.6